Entry 1:
Entry from the Open Molecules 2025 dataset: one molecule with the formula C4H8N4 in a non-equilibrium geometry (the ωB97M-V functional and the def2-TZVPD basis).

Geometry (Å):
C -1.03512 0.33183 1.25763
C -1.10730 -0.93713 1.65584
C 0.09554 0.41182 -0.82419
C 2.66341 -1.50944 -1.17785
H -2.39510 2.02546 -0.16006
H -1.02417 2.77205 0.06452
H -1.44465 1.12393 2.00512
H -1.02217 -1.86002 0.99648
H -1.32250 -1.11523 2.70435
H 0.37189 1.03263 -1.67350
H 2.89683 -1.67017 -0.12457
H 3.39586 -1.78877 -1.97914
N -1.44793 2.03007 -0.45653
N -0.89802 0.83759 -0.04543
N 0.63836 -0.78303 -0.69089
N 1.63505 -0.90158 -1.55179

As for the SMILES: C=CN(N)/C=N/N=C. Its LUMO energy is 0.9 eV. The value obtained for the molar mass is 112.14 Da. Its gap between HOMO and LUMO is 8.818 eV. For the energy above the lowest of the compared OMol25 structures with the same formula, charge and spin, the calculation gives 92.8 kcal per mole.

These are the Mulliken partial charges, in e, on atoms 1 to 5: -0.07 -0.67 -0.14 -0.32 0.28

Entry 2:
Entry from the Open Molecules 2025 dataset: C4H8N4 as an isolated structure in a non-equilibrium geometry (the ωB97M-V functional and the def2-TZVPD basis).

Geometry (Å):
C -3.84302 -0.05354 0.06121
C -0.22918 -0.62148 -0.29128
C 0.46147 0.52743 -0.10101
C 4.04370 -0.36547 0.01267
H -4.60189 -0.15489 -0.79997
H -4.10952 1.19933 0.39431
H -4.03812 -0.67946 1.25621
H 0.40200 -1.59376 -0.46624
H 0.04912 1.52018 0.30419
H 2.03532 1.59787 0.41930
H 4.67611 0.42498 -0.53885
H 4.45717 -1.46369 -0.16126
N -2.37038 0.09509 -0.42840
N -1.59385 -0.70904 0.25155
N 1.93512 0.62376 -0.06406
N 2.72596 -0.34731 0.15163

Its LUMO energy is 0.4 eV. The value obtained for the molar mass is 112.14 Da. Its gap between HOMO and LUMO is 8.534 eV. For the energy above the lowest of the compared OMol25 structures with the same formula, charge and spin, the calculation gives 172.5 kcal per mole.

These are the Mulliken partial charges, in e, on atoms 1 to 5: -0.59 -0.08 -0.17 -0.35 0.27

Entry 3:
Entry from the Open Molecules 2025 dataset: one molecule with the formula C4H8N4 in a non-equilibrium geometry (the ωB97M-V functional and the def2-TZVPD basis).

Geometry (Å):
N -1.30963 -0.01841 -0.61564
C -0.88564 -0.52365 0.55317
N -2.52788 0.56731 -0.61457
C 0.77969 -0.12711 -1.07087
C 1.41767 -0.79018 1.23648
C 1.70917 0.80091 -1.31234
N 0.52857 -0.69386 0.29659
N -1.50426 -0.50645 1.66942
H -2.77957 0.99329 0.27660
H -2.69367 1.10473 -1.45388
H -0.95939 -0.78978 2.47296
H 0.37040 -0.74258 -1.85933
H 2.46003 -0.68678 0.98992
H 1.10888 -0.89524 2.26495
H 2.16804 1.39491 -0.53073
H 2.11759 0.91288 -2.30273

Its LUMO energy (alpha / beta) is 0.1 / -0.5 eV. The value obtained for the molar mass is 112.14 Da. Its gap between HOMO and LUMO (alpha / beta) is 7.715 / 6.012 eV. For the energy above the lowest of the compared OMol25 structures with the same formula, charge and spin, the calculation gives 109.4 kcal per mole.

These are the Mulliken partial charges, in e, on atoms 1 to 5: -0.07 0.48 -0.58 0.01 -0.40

Entry 4:
Entry from the Open Molecules 2025 dataset: one molecule with the formula C4H8N4 in a non-equilibrium geometry (the ωB97M-V functional and the def2-TZVPD basis).

Geometry (Å):
C -1.71774 -1.13583 0.28704
C 0.72726 -0.41693 -0.05164
C -0.62314 1.69669 -0.23997
C 3.02833 -0.40945 -0.04616
H -2.39277 -0.68198 -0.41050
H -1.63497 -0.55589 1.23359
H -2.05818 -2.20662 0.47249
H -0.05243 -2.12624 -0.59697
H 1.32487 1.39883 0.50722
H -0.22714 2.67688 -0.53812
H -1.20220 1.25564 -1.08021
H -1.31866 1.86790 0.58623
N -0.35868 -1.23753 -0.26854
N 0.51841 0.88461 0.23119
N 1.88719 -0.97734 -0.25824
N 4.09982 -0.03275 0.17259

As for the SMILES: CNC(=NC#N)NC. Its LUMO energy is 0.5 eV. The value obtained for the molar mass is 112.14 Da. Its gap between HOMO and LUMO is 9.257 eV. For the energy above the lowest of the compared OMol25 structures with the same formula, charge and spin, the calculation gives 16.5 kcal per mole.

These are the Mulliken partial charges, in e, on atoms 1 to 5: -0.88 0.58 -0.91 0.43 0.28

Entry 5:
Entry from the Open Molecules 2025 dataset: one molecule with the formula C4H8N4 in a non-equilibrium geometry (the ωB97M-V functional and the def2-TZVPD basis).

Geometry (Å):
C 0.26370 -1.67987 0.47200
C 0.06505 0.86800 -0.36539
N -2.28961 0.29737 -0.13948
N -0.15509 2.08647 0.25839
C 1.36422 -2.07697 1.03976
C 1.16413 0.72606 -1.12927
N -0.78183 -1.44518 -0.04152
N -0.97561 -0.12533 -0.31883
H -2.83798 -0.52090 0.11769
H -2.63318 0.60006 -1.05122
H 0.69936 2.54563 0.55050
H -0.81893 1.92587 1.01573
H 2.26121 -1.47467 0.96606
H 1.42274 -3.05015 1.50871
H 1.36504 -0.20287 -1.64968
H 1.88676 1.52649 -1.23347

As for the SMILES: C=C=NN(N)C(=C)N. Its LUMO energy (alpha / beta) is 0.1 / 0.1 eV. The value obtained for the molar mass is 112.14 Da. Its gap between HOMO and LUMO (alpha / beta) is 7.207 / 7.209 eV. For the energy above the lowest of the compared OMol25 structures with the same formula, charge and spin, the calculation gives 136.7 kcal per mole.

These are the Mulliken partial charges, in e, on atoms 1 to 5: 0.74 0.55 -0.76 -0.56 -1.09

Entry 6:
Entry from the Open Molecules 2025 dataset: C4H8N4O as an isolated structure in a non-equilibrium geometry (the ωB97M-V functional and the def2-TZVPD basis).

Geometry (Å):
C 0.37218 -0.86286 0.68753
C -0.22570 1.14200 0.44849
C -0.52602 0.57304 -0.71726
C -0.24173 -0.73421 -0.55594
H 2.12100 -2.34940 0.78157
H 0.62063 -2.68539 1.68275
H -1.19258 2.54043 1.48858
H 0.87886 2.10343 2.37153
H -0.69069 0.51133 -2.67294
H -0.45823 2.43737 -1.58431
H 0.62785 -2.64992 -1.44276
H -1.32442 -2.33505 -1.62751
N 1.04760 -1.99600 0.99791
N -0.02058 2.47787 1.23341
N -1.00890 1.27266 -1.87919
N -0.15552 -1.78448 -1.65130
O 0.51337 0.24112 1.36504

Its LUMO energy is 0.1 eV. The value obtained for the molar mass is 128.13 Da. Its gap between HOMO and LUMO is 7.487 eV. For the energy above the lowest of the compared OMol25 structures with the same formula, charge and spin, the calculation gives 232.1 kcal per mole.

These are the Mulliken partial charges, in e, on atoms 1 to 5: -0.47 0.21 0.34 0.56 0.24

Entry 7:
Entry from the Open Molecules 2025 dataset: one molecule with the formula C4H8N4O in a non-equilibrium geometry (the ωB97M-V functional and the def2-TZVPD basis).

Geometry (Å):
C -1.95443 -1.02914 -0.04028
C 1.37853 -0.49752 -0.59200
C 2.39243 -0.29116 0.56706
C 0.03015 1.51505 0.24204
H -1.29249 -0.61002 1.66532
H -2.60841 -1.48715 -0.76478
H -1.30477 -0.20410 -1.75847
H 1.82030 -0.25722 -1.55893
H 0.87980 -1.42051 -0.62157
H 1.96431 -0.39377 1.63493
H 0.92941 1.91620 0.72972
H -1.77470 1.76164 -0.28221
N -2.12124 -1.06650 1.26297
N -1.08855 -0.25395 -0.75346
N 0.14490 0.26681 -0.32728
N -0.99571 2.28225 0.27621
O 3.60047 -0.23090 0.32072

As for the SMILES: [H]/N=C\NN(/C=N\[H])CC=O. Its LUMO energy is 0.1 eV. The value obtained for the molar mass is 128.13 Da. Its gap between HOMO and LUMO is 9.835 eV. For the energy above the lowest of the compared OMol25 structures with the same formula, charge and spin, the calculation gives 87.4 kcal per mole.

These are the Mulliken partial charges, in e, on atoms 1 to 5: 0.00 -0.35 0.06 0.07 0.26

Entry 8:
Entry from the Open Molecules 2025 dataset: C4H8N4O as an isolated structure in a non-equilibrium geometry (the ωB97M-V functional and the def2-TZVPD basis).

Geometry (Å):
C -0.04044 0.97101 0.10818
C -2.04132 -0.10149 0.04853
C 0.24937 -0.36011 -0.03358
C 1.51276 -1.19702 0.01235
H 0.94579 2.44029 0.88065
H 1.64724 2.04440 -0.66790
H -1.82770 1.97375 -0.42931
H -3.31431 -1.37856 -0.45923
H -1.03415 -1.96764 0.26045
H 1.25037 -2.06780 -0.69954
H 1.71935 -1.60444 1.07603
H 3.29379 -0.35621 0.54557
N 0.70271 2.10396 -0.19882
N -1.41822 1.17379 0.20125
N -3.27774 -0.39840 -0.45198
N -0.92610 -0.94157 0.24979
O 2.55859 -0.33397 -0.44243

Its LUMO energy is 0.0 eV. The value obtained for the molar mass is 128.13 Da. Its gap between HOMO and LUMO is 7.066 eV. For the energy above the lowest of the compared OMol25 structures with the same formula, charge and spin, the calculation gives 98.3 kcal per mole.

These are the Mulliken partial charges, in e, on atoms 1 to 5: 0.25 0.31 0.04 -0.60 0.32

Entry 9:
Entry from the Open Molecules 2025 dataset: one molecule with the formula C4H8N4O in a non-equilibrium geometry (the ωB97M-V functional and the def2-TZVPD basis).

Geometry (Å):
C -1.10845 -1.18194 -0.41794
C -1.86549 -0.12451 -0.47501
C -1.77268 1.11839 0.22388
C 0.51105 1.62584 -0.19431
H 2.01215 -2.18623 0.58117
H 1.76652 -0.83430 -0.20581
H -0.19236 -0.44353 1.15021
H -1.44165 -2.23967 -0.72776
H -2.86300 -0.31449 -0.94061
H -2.65121 1.39163 0.61530
H 0.72497 0.74950 -1.03277
H 2.95067 1.14574 0.30629
N 1.25091 -1.73478 -0.05449
N -0.03607 -1.24376 0.39875
N -0.83959 2.12419 0.01803
N 1.40384 1.64999 0.71359
O 2.15038 0.49790 0.04149

As for the SMILES: NN\C=C/C=N\C=N\O. Its LUMO energy is -0.2 eV. The value obtained for the molar mass is 128.13 Da. Its gap between HOMO and LUMO is 8.261 eV. For the energy above the lowest of the compared OMol25 structures with the same formula, charge and spin, the calculation gives 222.6 kcal per mole.

These are the Mulliken partial charges, in e, on atoms 1 to 5: -0.10 -0.14 -0.53 0.00 0.27

Entry 10:
Entry from the Open Molecules 2025 dataset: a 2-piece molecular cluster, C4H8NO overall in a non-equilibrium geometry (the ωB97M-V functional and the def2-TZVPD basis).

Geometry (Å):
C 0.07970 -0.39858 -1.09512
C -0.84871 0.05245 0.13151
C 2.52193 0.30238 0.23447
C -2.28900 0.55540 -0.13954
N -0.50643 -1.30239 -0.37000
O -0.95659 -2.44480 -0.10998
H 2.04004 -0.17023 1.13854
H -0.37399 0.32485 1.11935
H 1.63218 0.36055 -0.42836
H 3.11705 -0.44427 -0.23016
H 3.15440 1.21409 0.37120
H -2.17114 1.43444 -0.65399
H -2.67378 0.68692 0.82581
H -2.72568 -0.17080 -0.79374

The charge is -1. Its LUMO energy is 4.4 eV. The value obtained for the molar mass is 86.11 Da. Its gap between HOMO and LUMO is 7.266 eV. For the energy above the lowest of the compared OMol25 structures with the same formula, charge and spin, the calculation gives 61.6 kcal per mole.

These are the Mulliken partial charges, in e, on atoms 1 to 5: -0.97 0.25 -0.77 -1.35 0.50

Entry 11:
Entry from the Open Molecules 2025 dataset: an isolated ion of composition C4H8NO and charge +1 in a non-equilibrium geometry (the ωB97M-V functional and the def2-TZVPD basis).

Geometry (Å):
C -2.12336 -0.76800 0.20271
C -0.38848 0.88555 0.07908
C 1.16114 1.09416 -0.13540
C 1.59155 -1.28987 -0.13851
N -1.02733 -0.39395 -0.16274
O 1.81534 -0.12920 0.26524
H -2.40035 -1.82373 0.05338
H -2.87103 -0.09882 0.85869
H -0.72515 1.23793 0.98740
H -0.85759 1.62862 -0.76105
H 1.52650 1.26342 -1.14529
H 1.47140 1.97074 0.43110
H 1.72253 -2.13152 0.54813
H 1.10484 -1.44535 -1.08272

The charge is +1. Its LUMO energy is -5.9 eV. The value obtained for the molar mass is 86.11 Da. Its gap between HOMO and LUMO is 8.171 eV. For the energy above the lowest of the compared OMol25 structures with the same formula, charge and spin, the calculation gives 80.0 kcal per mole.

These are the Mulliken partial charges, in e, on atoms 1 to 5: -0.30 -0.50 -0.36 0.00 -0.24

Entry 12:
Entry from the Open Molecules 2025 dataset: a 2-piece molecular cluster, C4H8NO overall in a non-equilibrium geometry (the ωB97M-V functional and the def2-TZVPD basis).

Geometry (Å):
C -2.21145 0.38529 0.14208
C -3.24000 -0.36940 -0.12004
C 0.23710 0.88235 -0.25439
C 2.51805 0.11618 0.02033
N 1.08102 -0.03483 -0.10455
O 0.60634 -1.32050 0.00215
H 1.32695 -1.95393 0.15024
H -2.01293 1.23138 0.75318
H -4.17126 -0.11840 0.37688
H -3.28594 -1.21388 -0.78384
H 0.49233 1.92172 -0.35023
H 3.02778 -0.69943 -0.49231
H 2.79507 0.11233 1.07876
H 2.83695 1.06112 -0.41826

The charge is +1. Its LUMO energy (alpha / beta) is -5.5 / -5.5 eV. The value obtained for the molar mass is 86.11 Da. Its gap between HOMO and LUMO (alpha / beta) is 8.856 / 8.852 eV. For the energy above the lowest of the compared OMol25 structures with the same formula, charge and spin, the calculation gives 151.3 kcal per mole.

These are the Mulliken partial charges, in e, on atoms 1 to 5: 0.04 -0.42 -0.17 -0.81 0.17